[1]
DFT (ωB97M-V/def2-TZVPD) results for a structure of composition C27H39CrN2O5 in a non-equilibrium geometry.

Summary:
* 2S+1: 5
* relative energy (zero: lowest compared OMol25 entry of this formula, charge and spin): 0.000 eV
* total charge: -1
* gap between HOMO and LUMO (spin up / spin down): 4.16 / 6.40 eV

Geometry (Å):
O -0.51 0.99 -1.35
C 0.56 0.51 -2.21
C 0.06 1.33 -3.39
H 0.49 -0.58 -2.33
H 1.54 0.80 -1.82
C -1.07 1.76 -2.44
H -0.25 0.74 -4.25
H 0.73 2.15 -3.67
C -2.43 1.21 -2.80
H -2.38 0.13 -2.95
H -2.78 1.69 -3.73
H -3.15 1.43 -2.01
C -1.13 3.23 -2.11
H -0.12 3.65 -1.98
H -1.70 3.41 -1.18
H -1.63 3.77 -2.92
Cr -0.25 1.09 1.76
C 0.69 2.80 2.70
C 1.67 1.77 2.58
C 1.88 1.50 1.18
H 2.22 1.33 3.41
C 1.04 2.40 0.45
C 0.29 3.18 1.38
H -0.42 3.97 1.12
H 0.39 3.28 3.63
H 2.61 0.81 0.75
H 1.10 2.57 -0.62
C -2.13 0.63 2.90
C -2.27 1.87 2.17
C -2.40 1.53 0.78
H -2.34 2.86 2.61
C -2.38 0.11 0.65
C -2.22 -0.45 1.95
H -2.33 -1.50 2.21
H -2.06 0.53 3.98
H -2.68 2.24 0.00
H -2.54 -0.46 -0.26
O 0.37 -0.38 -6.20
C -0.18 0.59 -7.12
C 0.09 0.14 -8.57
H 0.30 1.57 -6.92
H -1.25 0.70 -6.90
C 1.21 -0.91 -8.42
H 0.37 0.98 -9.20
H -0.81 -0.33 -8.96
C 1.04 -1.41 -6.98
H 2.19 -0.42 -8.54
H 1.13 -1.72 -9.15
H 1.99 -1.65 -6.49
H 0.42 -2.32 -6.98
C -1.50 -2.85 4.88
C -0.13 -2.71 5.52
C 0.95 -2.30 4.50
C 2.34 -2.19 5.18
C 2.47 -1.19 6.31
C 1.05 -3.39 3.41
O 1.12 -4.59 3.67
N 1.11 -2.97 2.09
C 0.74 -1.73 1.61
O 0.66 -1.51 0.39
N 0.47 -0.77 2.55
C 0.55 -0.95 3.89
O 0.29 0.01 4.64
H -1.83 -1.90 4.44
H -2.23 -3.14 5.65
H -1.49 -3.63 4.11
H -0.16 -1.96 6.31
H 0.18 -3.66 5.97
H 2.59 -3.20 5.55
H 3.07 -1.95 4.39
H 1.80 -1.43 7.15
H 3.50 -1.23 6.68
H 2.26 -0.17 5.98
H 1.24 -3.69 1.38

These are the Löwdin partial charges, in e, on atoms 1 to 6: -0.143 -0.142 -0.068 0.118 0.108 -0.566

=====

[2]
DFT (ωB97M-V/def2-TZVPD) results for a cluster of 9 separate species, C27H39F3IN9O5 in total in a non-equilibrium geometry.

Summary:
* 2S+1: 1
* relative energy (zero: lowest compared OMol25 entry of this formula, charge and spin): 0.000 eV
* structure (SMILES): CCC(=O)OCCN(CCC(F)(F)F)C(=O)OCC(=O)I.CC#N.CC#N.CC#N.CC#N.CC#N.CC#N.CC#N.CC#N
* gap between HOMO and LUMO: 9.68 eV

Geometry (Å):
C -0.24 4.78 -2.52
C -1.51 3.90 -2.67
C -1.29 2.47 -2.21
O -2.20 1.74 -2.12
O -0.01 2.13 -1.92
C 0.11 1.55 -0.61
C -0.10 0.03 -0.72
N 0.53 -0.74 0.38
C 0.05 -2.13 0.47
C -0.09 -2.84 -0.89
C -1.53 -3.14 -1.25
F -1.73 -3.33 -2.53
F -2.37 -2.24 -0.81
F -1.87 -4.28 -0.66
C 0.25 -0.07 1.61
O 1.06 0.59 2.13
O -0.98 -0.25 2.21
C -1.70 0.93 2.40
C -2.85 1.08 1.38
O -3.25 0.18 0.80
I -3.68 3.06 1.10
H -0.08 4.90 -1.44
H 0.63 4.34 -3.00
H -0.44 5.75 -2.96
H -2.33 4.38 -2.14
H -1.81 3.86 -3.72
H 1.10 1.73 -0.19
H -0.65 2.04 0.01
H -1.17 -0.17 -0.87
H 0.42 -0.25 -1.64
H 0.79 -2.68 1.05
H -0.90 -2.24 1.01
H 0.37 -3.82 -0.77
H 0.45 -2.37 -1.71
H -2.21 0.84 3.37
H -1.10 1.84 2.46
C -5.40 -3.09 0.26
C -6.42 -3.05 1.31
N -7.20 -3.01 2.13
H -5.12 -4.12 0.05
H -5.78 -2.63 -0.65
H -4.52 -2.54 0.59
C 3.24 1.67 -3.13
C 2.96 0.23 -3.08
N 2.75 -0.89 -3.04
H 4.09 1.86 -3.76
H 2.37 2.19 -3.53
H 3.45 2.04 -2.13
C 7.42 3.02 -4.53
C 6.47 3.06 -3.42
N 5.73 3.09 -2.55
H 8.18 2.26 -4.33
H 6.90 2.77 -5.45
H 7.91 3.98 -4.64
C 9.58 0.40 -1.67
C 10.11 1.45 -2.55
N 10.51 2.27 -3.23
H 8.99 0.85 -0.88
H 8.96 -0.28 -2.25
H 10.41 -0.16 -1.23
C -1.00 -3.36 4.66
C -0.08 -3.72 3.58
N 0.64 -3.98 2.74
H -2.03 -3.47 4.33
H -0.85 -4.01 5.52
H -0.83 -2.33 4.96
C -2.99 3.89 -7.17
C -1.86 4.53 -6.50
N -0.99 5.04 -5.98
H -2.66 3.45 -8.11
H -3.40 3.10 -6.54
H -3.77 4.62 -7.38
C 0.47 -2.84 8.55
C -1.00 -2.79 8.54
N -2.13 -2.75 8.52
H 0.87 -1.96 8.04
H 0.82 -2.85 9.58
H 0.81 -3.74 8.05
C -6.23 -2.95 5.47
C -5.22 -3.99 5.70
N -4.44 -4.79 5.89
H -6.52 -2.96 4.42
H -7.10 -3.13 6.08
H -5.81 -1.97 5.71

These are the Löwdin partial charges, in e, on atoms 1 to 6: -0.087 -0.128 -0.526 0.136 -0.024 -0.111

=====

[3]
DFT (ωB97M-V/def2-TZVPD) results for a structure of composition C27H40Br10Cl12NO12Zr in a non-equilibrium geometry.

Summary:
* 2S+1: 1
* total charge: +1
* gap between HOMO and LUMO: 5.56 eV

Geometry (Å):
Zr -3.58 1.12 1.12
C -0.33 1.90 -1.88
C 0.37 0.78 -1.12
C 1.90 1.14 -1.26
C 2.73 0.24 -0.36
C 2.41 0.43 1.08
C 0.96 0.21 1.46
N 0.02 0.79 0.38
O -1.40 0.61 0.60
C 0.62 0.73 2.86
C 0.81 -1.36 1.50
C 0.10 -0.55 -1.86
H -0.08 2.87 -1.45
H -1.41 1.81 -1.80
H 0.11 1.96 -2.88
H 2.10 2.13 -0.86
H 2.18 1.11 -2.31
H 3.78 0.51 -0.45
H 2.63 -0.83 -0.51
H 2.78 1.41 1.39
H 3.12 -0.23 1.58
H 1.52 0.48 3.42
H -0.32 0.43 3.32
H 0.52 1.81 2.85
H 0.60 -1.88 0.56
H -0.04 -1.69 2.10
H 1.70 -1.89 1.85
H -0.95 -0.83 -1.83
H 0.71 -1.39 -1.54
H 0.30 -0.43 -2.93
C -1.93 4.61 2.93
C -2.49 3.37 2.30
O -3.06 2.45 2.88
O -2.61 3.18 1.08
H -2.21 4.73 3.98
H -2.25 5.49 2.38
H -0.84 4.57 2.95
Br -4.21 1.22 -1.47
C 2.21 0.11 -5.16
Br 2.65 -1.69 -4.35
Br 0.57 0.05 -6.35
Br 3.82 0.82 -6.07
H 1.98 0.81 -4.36
C -1.94 2.51 -5.36
Br -2.58 1.73 -7.07
Br -3.36 3.76 -4.66
Br -0.24 3.54 -5.34
H -1.88 1.67 -4.66
C 4.73 3.22 3.50
Br 5.84 3.60 1.94
Br 5.01 1.39 4.13
Br 2.86 3.54 3.12
H 4.97 3.94 4.28
C -0.75 1.76 7.05
Cl 0.67 0.97 6.25
Cl -1.42 0.66 8.26
Cl -2.04 2.13 5.82
H -0.37 2.67 7.51
C 3.25 4.91 -2.21
Cl 4.01 6.39 -2.82
Cl 4.08 4.27 -0.82
Cl 3.07 3.69 -3.56
H 2.22 5.14 -1.94
C 6.04 -0.23 -2.55
Cl 6.69 0.90 -1.42
Cl 5.86 -1.85 -1.86
Cl 6.99 -0.28 -4.03
H 5.06 0.16 -2.82
C 3.75 -4.30 0.30
Cl 5.53 -4.21 0.23
Cl 3.25 -5.27 1.74
Cl 3.04 -5.01 -1.14
H 3.46 -3.26 0.40
C -3.44 -1.98 -5.63
C -3.32 -1.33 -4.24
O -3.27 -2.41 -3.35
C -3.79 -3.48 -3.90
O -3.97 -4.57 -3.37
O -4.04 -3.19 -5.20
H -2.50 -2.23 -6.12
H -4.11 -1.36 -6.23
H -4.16 -0.82 -3.77
H -2.47 -0.68 -4.05
C -2.66 -2.82 5.13
C -1.73 -1.76 5.68
O -1.81 -0.68 4.78
C -2.57 -1.02 3.75
O -2.90 -0.29 2.89
O -2.89 -2.28 3.84
H -3.64 -2.76 5.62
H -2.28 -3.84 5.14
H -0.69 -2.09 5.69
H -2.05 -1.42 6.67
C -2.45 -4.33 -0.07
C -4.00 -4.54 -0.03
O -4.51 -3.20 0.08
C -3.51 -2.28 0.25
O -3.63 -1.12 0.49
O -2.32 -2.91 0.14
H -2.01 -4.81 -0.94
H -2.01 -4.80 0.80
H -4.28 -5.10 0.86
H -4.28 -5.09 -0.93

These are the Löwdin partial charges, in e, on atoms 1 to 6: 1.778 -0.053 -0.437 -0.128 -0.191 -0.186

=====

[4]
DFT (ωB97M-V/def2-TZVPD) results for a structure of composition C27H40Br2N6O8P2RhS.

Summary:
* 2S+1: 5
* relative energy (zero: lowest compared OMol25 entry of this formula, charge and spin): 0.000 eV
* total charge: +1
* gap between HOMO and LUMO (spin up / spin down): 7.15 / 5.20 eV

Geometry (Å):
Rh 1.43 -0.39 -0.52
C 0.32 -2.57 -4.48
N -0.30 -2.91 -3.20
C -0.44 -4.34 -2.96
P -1.04 -1.71 -2.39
O -0.16 -0.54 -2.05
O -1.54 -2.46 -1.04
P -0.81 -2.52 0.40
O 0.67 -2.40 0.23
N -1.57 -1.36 1.24
C -2.38 -0.29 0.65
C -0.98 -0.99 2.53
N -1.16 -3.95 1.09
C -2.54 -4.28 1.46
C -0.27 -5.10 0.97
N -2.34 -1.21 -3.20
C -3.20 -2.15 -3.92
C -2.96 0.10 -2.96
H 1.29 -3.05 -4.55
H 0.46 -1.49 -4.55
H -0.30 -2.89 -5.32
H 0.55 -4.80 -2.92
H -1.01 -4.82 -3.75
H -0.94 -4.52 -2.01
H -2.94 -0.65 -0.21
H -1.77 0.57 0.37
H -3.11 0.02 1.40
H -0.39 -1.82 2.92
H -1.78 -0.78 3.24
H -0.36 -0.10 2.43
H -3.12 -3.38 1.60
H -2.53 -4.84 2.40
H -3.01 -4.90 0.69
H 0.72 -4.77 0.69
H -0.64 -5.80 0.22
H -0.22 -5.62 1.93
H -2.66 -3.07 -4.13
H -3.50 -1.70 -4.87
H -4.10 -2.39 -3.34
H -2.31 0.73 -2.35
H -3.92 -0.01 -2.45
H -3.12 0.60 -3.92
Br 4.94 2.76 -3.04
C 5.25 1.63 -1.60
C 6.48 1.61 -0.96
C 6.71 0.78 0.12
Br 8.40 0.81 0.91
C 5.69 -0.10 0.62
C 5.86 -0.98 1.70
C 4.81 -1.78 2.09
C 3.60 -1.69 1.40
N 3.43 -0.87 0.39
C 4.45 -0.08 0.00
C 4.17 0.79 -1.15
O 3.05 0.79 -1.68
H 7.27 2.26 -1.31
H 6.81 -1.03 2.22
H 4.91 -2.47 2.92
H 2.74 -2.30 1.67
C -1.43 3.33 5.55
C -1.75 3.55 4.10
C -2.46 2.60 3.37
C -2.72 2.80 2.02
C -2.27 3.94 1.40
C -1.60 4.93 2.12
C -1.35 4.72 3.46
S -2.56 4.14 -0.33
O -3.24 5.39 -0.51
O -3.10 2.90 -0.82
N -1.10 4.31 -1.02
C -0.31 3.23 -1.59
C 1.08 3.12 -0.97
C 1.02 2.55 0.44
O 1.06 3.27 1.41
O 0.83 1.25 0.52
H -2.14 2.66 6.02
H -1.42 4.26 6.11
H -0.43 2.88 5.65
H -2.81 1.70 3.87
H -3.29 2.09 1.45
H -1.28 5.84 1.63
H -0.82 5.48 4.02
H -0.67 5.21 -0.90
H -0.21 3.39 -2.67
H -0.85 2.30 -1.45
H 1.57 4.09 -0.94
H 1.66 2.46 -1.62

These are the Löwdin partial charges, in e, on atoms 1 to 6: 1.193 -0.077 -0.301 -0.079 0.480 -0.341

=====

[5]
DFT (ωB97M-V/def2-TZVPD) results for a structure of composition C27H40IrN5O2 in a non-equilibrium geometry.

Summary:
* 2S+1: 1
* total charge: +2
* gap between HOMO and LUMO (spin up / spin down): 6.06 / 6.06 eV

Geometry (Å):
Ir 0.15 0.10 -0.18
C 3.08 -0.01 1.64
C 3.09 0.43 0.22
N 2.06 0.52 -0.62
C 2.52 1.02 -1.83
C 3.85 1.23 -1.72
N 4.18 0.85 -0.44
H 2.06 0.02 2.03
H 3.69 0.65 2.24
H 3.47 -1.02 1.73
H 1.86 1.21 -2.66
H 4.57 1.61 -2.42
H 5.10 0.90 -0.04
C -2.14 -1.88 0.47
C -1.19 -2.06 1.65
C 0.28 -2.18 1.23
C -1.49 -1.04 2.72
C -2.34 -1.40 3.77
C -2.69 -0.48 4.74
C -2.20 0.82 4.67
C -1.36 1.23 3.64
C -0.89 2.67 3.61
C -1.61 3.46 2.51
C 0.63 2.83 3.53
C -1.04 0.28 2.66
O -0.23 0.68 1.63
H -2.04 -2.68 -0.27
H -1.98 -0.92 -0.05
H -3.17 -1.86 0.82
H -1.40 -3.03 2.10
H 0.70 -1.53 0.39
H 0.46 -3.15 0.77
H 0.96 -2.04 2.06
H -2.70 -2.42 3.82
H -3.35 -0.77 5.55
H -2.46 1.53 5.44
H -1.20 3.10 4.57
H -1.39 3.03 1.53
H -1.30 4.50 2.52
H -2.69 3.42 2.66
H 1.02 2.51 2.56
H 1.13 2.25 4.31
H 0.90 3.88 3.67
N -2.25 1.10 -1.90
C -1.53 2.17 -1.47
C -2.00 3.48 -1.64
C -1.25 4.54 -1.21
C 0.00 4.30 -0.61
C 0.39 3.02 -0.43
N -0.35 1.95 -0.84
H -3.07 1.29 -2.45
H -1.78 0.24 -2.11
H -2.96 3.62 -2.12
H -1.61 5.55 -1.35
H 0.62 5.11 -0.26
H 1.31 2.77 0.08
O 0.08 -0.78 -2.09
C 0.77 -1.38 -2.94
C 2.06 -2.08 -2.67
C 1.64 -3.54 -2.35
C 0.66 -4.24 -3.32
C -0.80 -3.72 -3.29
C -1.04 -2.46 -4.13
N 0.22 -1.66 -4.14
H 2.62 -1.65 -1.84
H 2.69 -2.06 -3.57
H 1.19 -3.55 -1.35
H 2.55 -4.13 -2.29
H 0.64 -5.29 -3.04
H 1.05 -4.22 -4.34
H -1.06 -3.52 -2.24
H -1.48 -4.50 -3.63
H -1.86 -1.85 -3.75
H -1.25 -2.70 -5.16
H 0.89 -2.05 -4.78

These are the Löwdin partial charges, in e, on atoms 1 to 6: 1.408 0.030 -0.321 -0.094 -0.109 -0.019